ORCA calculation (wB97M-V/def2-TZVPD) on C20H33CdCl2N4O3S as an isolated structure in a non-equilibrium geometry.

highest occupied orbital energy (spin up / spin down): -3.1 / -0.4 eV
energy above the lowest of the compared OMol25 structures with the same formula, charge and spin: 0.0 kcal/mol
total charge: -1
strongest force on any atom: 0.0819 hartree/bohr
energy: -73824.251 eV
LUMO energy (spin up / spin down): 2.3 / 2.3 eV

Last column: Mulliken charge in e.
Element x y z (Å)
O: 0.49518 -1.81310 -0.31219  -0.43
C: 0.87482 -2.99786 -0.24371  -0.67
C: 0.56437 -3.90780 -1.40051  0.45
C: -0.70045 -3.85405 -1.99907  -0.34
H: -1.40945 -3.10057 -1.65466  0.23
C: -1.06444 -4.76801 -2.98436  -0.49
H: -2.09020 -4.77898 -3.36260  0.36
C: -0.10737 -5.66042 -3.49537  -0.39
H: -0.36896 -6.35261 -4.29942  0.32
C: 1.19027 -5.65847 -2.95721  -0.49
H: 1.93823 -6.35842 -3.32948  0.34
C: 1.53971 -4.77142 -1.93483  -0.25
H: 2.54999 -4.74588 -1.51873  0.29
H: 2.51178 -4.08824 0.55816  0.36
C: 0.68441 -4.56383 1.70780  -1.75
C: 1.60839 -3.59402 0.95862  1.06
H: 1.15363 -4.90871 2.63482  0.41
H: 0.48330 -5.45566 1.09251  0.41
H: -0.26341 -4.06532 1.95034  0.30
C: 2.01287 -2.39905 1.72321  -1.04
C: 1.33889 -1.85165 2.87941  -0.66
H: 2.79408 -1.78466 1.27723  0.44
H: 0.99443 -2.59041 3.62332  0.31
H: 0.46746 -1.21705 2.57947  -0.12
H: 2.03898 -1.16464 3.38274  0.37
Cd: -0.66522 0.07702 -1.59394  1.57
Cl: -2.75174 -1.10030 -1.23738  -0.81
Cl: 1.36979 0.78827 -2.60259  -0.69
H: -4.82190 0.85158 -4.32989  0.33
H: -6.17678 1.33474 -2.73325  0.29
C: -3.88916 0.85659 -3.75381  -0.84
C: -5.44901 1.57569 -1.95081  -0.92
N: -4.12468 1.65700 -2.55420  0.20
H: -3.07905 1.29956 -4.34529  0.27
C: -3.13436 2.22909 -1.85717  0.13
O: -1.91128 2.07028 -2.08346  -0.74
H: -5.68847 2.54171 -1.49388  0.34
H: -3.47845 2.87602 -1.02518  0.30
H: -3.63903 -0.18122 -3.47431  0.30
H: -5.48609 0.79155 -1.17516  0.28
H: 4.24574 4.95767 0.61747  0.32
H: 3.03871 4.77256 -1.68654  0.29
C: 4.17418 3.86486 0.71753  -0.97
C: 3.18605 3.69111 -1.53747  -0.68
N: 3.09879 3.36237 -0.12274  0.19
H: 3.97346 3.58638 1.75615  0.25
C: 2.08505 2.64818 0.41231  0.78
O: 1.95627 2.42749 1.62246  -0.66
H: 2.42765 3.11827 -2.08099  0.07
H: 1.37007 2.26247 -0.34787  -0.22
H: 5.13313 3.43963 0.38370  0.32
H: 4.18494 3.42404 -1.91080  0.28
S: -1.04765 0.75467 1.80550  -0.26
C: -0.77220 2.05152 2.83913  -0.15
N: -0.76997 3.36892 2.49273  -0.13
C: -0.28120 4.25234 3.54164  -0.37
C: -0.19435 3.32059 4.75309  -0.52
N: -0.49246 2.01950 4.17177  -0.11
H: -0.79368 3.64363 1.51764  0.23
H: -0.98613 5.07240 3.70928  0.30
H: 0.70576 4.66351 3.28745  0.19
H: -0.94222 3.59873 5.50260  0.29
H: 0.79948 3.33533 5.21412  0.30
H: -0.41050 1.14709 4.67668  0.21